ORCA calculation (ωB97M-V with the def2-TZVPD basis set) on the molecule C3H5IN2S.

XYZ file:
```
12
Properties=species:S:1:pos:R:3:lowdin_charge:R:1
C 0.44681 -1.34987 1.63037 -0.11
C 0.17175 -0.47192 0.55153 -0.69
N 0.37178 -0.69459 -0.69616 -0.10
N 0.14489 0.29521 -1.60445 -0.63
I -1.04676 -0.21030 -3.25667 0.72
C -0.35591 1.67388 -0.95648 -0.47
S -0.42771 1.19025 0.83764 0.88
H 1.22796 -2.00816 1.47079 0.05
H -0.41867 -2.02479 1.80158 0.10
H 0.71834 -0.75059 2.61617 0.13
H 0.51762 2.40263 -1.23972 0.11
H -1.35009 1.94825 -1.15459 -0.01
```

Relative energy (zero: lowest compared OMol25 entry of this formula, charge and spin) (kcal per mole): 21.1

---

ORCA calculation (ωB97M-V with the def2-TZVPD basis set) on a cluster of 6 separate species, C26H64NO11S2 in total.

XYZ file:
```
104
Properties=species:S:1:pos:R:3:lowdin_charge:R:1
C 3.11373 -1.54536 3.10338 -0.06
C 2.18165 -1.88287 1.93632 -0.19
N 2.35490 -1.14837 0.66281 -0.10
C 3.40999 -1.63460 -0.20312 -0.20
C 4.87027 -1.20283 0.12750 -0.36
S 5.73405 -0.11416 -1.08523 0.78
S 4.49324 1.36152 -1.87418 0.54
C 2.27674 0.28371 0.82601 -0.47
C 1.01769 0.94648 0.37804 0.03
O 3.21902 0.89404 1.29146 0.09
H 2.80463 -0.63199 3.62085 0.08
H 3.06188 -2.36140 3.83336 0.09
H 4.16070 -1.44699 2.80393 0.06
H 1.15163 -1.72489 2.27191 0.09
H 2.26603 -2.94811 1.68673 0.12
H 3.39648 -2.72761 -0.12902 0.13
H 3.17220 -1.42607 -1.25558 0.11
H 4.91567 -0.68074 1.07860 0.06
H 5.54778 -2.06508 0.12179 0.10
H 6.31230 0.70591 -0.19045 -0.01
H 3.34730 0.70548 -1.66149 -0.17
H 0.98985 1.02966 -0.71661 0.10
H 0.99302 1.95277 0.79718 0.10
H 0.12795 0.38343 0.68217 0.07
C -1.87037 -1.45900 -0.57723 -0.11
O -2.38578 -0.14400 -0.52928 -0.19
C -2.64637 0.41156 -1.80765 -0.20
C -4.10054 0.30787 -2.20551 -0.19
O -4.49715 -1.03997 -2.38331 -0.19
C -5.25249 -1.56377 -1.30788 -0.11
H -1.81630 -1.82502 0.44661 0.07
H -2.49794 -2.13871 -1.15767 0.09
H -0.85955 -1.46404 -1.00682 0.09
H -2.02865 -0.08791 -2.56433 0.11
H -2.35787 1.46696 -1.77609 0.12
H -4.24027 0.83119 -3.15598 0.13
H -4.72560 0.79702 -1.45137 0.13
H -6.24001 -1.09460 -1.25371 0.09
H -4.74257 -1.42519 -0.35001 0.08
H -5.38167 -2.62799 -1.49695 0.09
C -0.15642 2.93573 -7.72895 -0.10
O 0.53519 2.58901 -6.54041 -0.19
C 0.04190 3.23034 -5.38257 -0.21
C -0.82599 2.30920 -4.55336 -0.22
O -2.03155 1.97059 -5.20468 -0.19
C -2.03015 0.68479 -5.79912 -0.10
H 0.21784 2.28523 -8.51623 0.09
H -1.23412 2.79152 -7.62245 0.09
H 0.03878 3.97616 -8.00663 0.09
H -0.52597 4.12862 -5.64637 0.13
H 0.90426 3.54235 -4.78193 0.11
H -1.09106 2.81258 -3.61650 0.12
H -0.26061 1.40163 -4.30433 0.12
H -2.02191 -0.10238 -5.03637 0.08
H -1.17210 0.54915 -6.46196 0.09
H -2.94788 0.59986 -6.37662 0.10
C -0.88121 -0.29521 3.50899 -0.11
O -0.00679 -0.67851 4.55061 -0.20
C -0.30780 -0.07061 5.80065 -0.19
C -1.06815 -1.01060 6.70799 -0.20
O -2.34560 -1.31999 6.18293 -0.18
C -2.43012 -2.59907 5.58715 -0.11
H -0.66138 -0.94721 2.66253 0.06
H -1.93213 -0.41672 3.77916 0.09
H -0.70752 0.74524 3.20891 0.09
H -0.89473 0.83972 5.64263 0.13
H 0.63622 0.20968 6.27540 0.13
H -1.20785 -0.52919 7.67990 0.13
H -0.48685 -1.92570 6.86327 0.13
H -2.35115 -3.39192 6.33816 0.09
H -1.64889 -2.74615 4.83456 0.07
H -3.40623 -2.66550 5.11006 0.09
C 2.28171 4.61692 -1.74911 -0.11
O 1.74683 4.81636 -0.46157 -0.19
C 2.66214 5.41728 0.44665 -0.20
C 2.42564 6.90383 0.58722 -0.21
O 2.69091 7.58376 -0.62360 -0.19
C 1.52900 7.97808 -1.33134 -0.10
H 1.46360 4.31713 -2.40162 0.08
H 2.74411 5.52403 -2.14406 0.09
H 3.04114 3.81817 -1.73969 0.04
H 3.69078 5.24335 0.11207 0.13
H 2.53648 4.93661 1.42167 0.13
H 3.10086 7.29558 1.35353 0.13
H 1.39740 7.08603 0.91571 0.13
H 0.99457 8.77103 -0.79943 0.09
H 0.84751 7.13759 -1.49010 0.08
H 1.85794 8.36287 -2.29438 0.09
C -2.77466 -4.45440 1.09647 -0.11
O -1.36211 -4.42146 0.99087 -0.20
C -0.71419 -4.69926 2.21856 -0.20
C -0.19766 -6.11909 2.29066 -0.21
O -1.25055 -7.05944 2.30225 -0.18
C -1.46783 -7.70250 1.05990 -0.10
H -3.18128 -4.34476 0.09293 0.09
H -3.12226 -5.39501 1.52838 0.09
H -3.13250 -3.62317 1.71546 0.09
H -1.39505 -4.51623 3.05683 0.12
H 0.13044 -4.00829 2.31700 0.11
H 0.37235 -6.24035 3.21737 0.13
H 0.47757 -6.30832 1.44815 0.13
H -0.63785 -8.37306 0.81404 0.09
H -1.59502 -6.98042 0.24895 0.08
H -2.37614 -8.29226 1.16140 0.09
```

Charge: +1

---

Per-record E_HOMO, eV: -8.1349; -11.0414
Per-record Kohn-Sham gap, hartree: 0.2814; 0.2435